[1]
C10H19HfNSi | ωB97M-V/def2-TZVPD

Computed properties:
Molecular weight = 359.845 g/mol
Charge = 0
Frontier orbital gap (alpha / beta) = 0.1967 / 0.1970 Ha

```
32
Properties=species:S:1:pos:R:3:nbo_charge:R:1
C -0.5086 0.7778 -2.0077 -0.48
C 0.9021 0.9848 -1.7927 -0.29
C 1.0719 1.8652 -0.6908 -0.26
C -0.2179 2.1976 -0.1663 -0.29
C -1.2078 1.5878 -1.0234 -0.35
Hf -0.6670 -0.4160 0.0064 1.51
N -2.6288 -0.2211 0.4053 -1.26
C 0.2916 -2.2932 -0.7701 -0.76
C 1.6816 -1.9951 -0.8275 -0.16
H 2.0231 2.2876 -0.3471 0.24
H 1.7076 0.5947 -2.4103 0.22
H -0.4025 2.9426 0.5953 0.25
H -2.2674 1.8379 -1.0303 0.28
H -0.9433 0.3491 -2.9064 0.25
H 2.1801 -1.6712 -1.7599 0.23
H -0.0933 -2.9985 0.0272 0.28
H -3.2782 -1.0030 0.1441 0.35
H 2.3644 -2.2800 -0.0090 0.23
H -0.3008 -2.3592 -1.7408 0.29
C -0.1914 -1.5844 3.5303 -1.09
Si -0.3528 0.0723 2.6163 0.95
C -2.0694 0.7898 3.0610 -1.07
C 0.8665 1.2733 3.4401 -1.09
H -0.9063 -2.3090 3.1263 0.22
H -0.3869 -1.4723 4.6031 0.23
H 0.8167 -1.9942 3.4040 0.21
H -2.2168 0.8559 4.1426 0.21
H -2.1874 1.7786 2.6115 0.22
H -2.8488 0.1546 2.6195 0.26
H 0.6780 1.3554 4.5177 0.22
H 1.8988 0.9371 3.3025 0.22
H 0.7722 2.2734 3.0069 0.22
```


[2]
C20H26N2O4PtS | ωB97M-V/def2-TZVPD

Computed properties:
⟨S²⟩ = 2.004
Molecular weight = 585.583 g/mol
Charge = +2
2S+1 = 3
Frontier orbital gap (alpha / beta) = 0.3521 / 0.2390 Ha

```
54
Properties=species:S:1:pos:R:3:nbo_charge:R:1
Pt -0.2594 1.2927 1.1111 1.37
C -3.8016 2.5208 -2.9908 -0.43
N -2.8337 2.9443 -1.9984 -0.35
C -2.6764 4.3744 -1.8039 -0.43
C -2.1653 2.0957 -1.2371 0.66
O -1.4515 2.4965 -0.2922 -0.70
C -2.2866 0.5969 -1.5253 -0.16
O -1.2476 -0.1589 -0.9231 -0.53
C -0.1454 -0.5072 -1.7430 -0.16
C 1.0478 0.4505 -1.5902 0.66
O 1.0101 1.3519 -0.7232 -0.70
N 2.1081 0.3072 -2.3625 -0.36
C 2.3081 -0.7369 -3.3399 -0.42
C 3.2163 1.2414 -2.2517 -0.43
H -4.3338 3.3982 -3.3561 0.25
H -4.5306 1.8394 -2.5513 0.22
H -3.3231 2.0315 -3.8426 0.22
H -3.5720 4.7961 -1.3462 0.23
H -2.5019 4.8551 -2.7668 0.23
H -1.8261 4.5579 -1.1509 0.24
H -2.3372 0.4013 -2.6010 0.22
H -3.2151 0.2405 -1.0617 0.24
H -0.4538 -0.5597 -2.7927 0.22
H 0.1494 -1.5047 -1.3981 0.24
H 1.5083 -1.4656 -3.3343 0.22
H 3.2464 -1.2501 -3.1218 0.23
H 2.3949 -0.3065 -4.3388 0.23
H 2.9862 1.9998 -1.5076 0.25
H 3.3919 1.7271 -3.2113 0.23
H 4.1233 0.7143 -1.9575 0.22
O 0.0707 1.1123 3.1335 -0.97
S 0.2678 -0.1839 3.9050 1.32
C 1.8358 -0.8267 3.2648 -0.29
C 2.0682 -0.8259 1.8985 -0.14
C 3.2683 -1.3089 1.4119 -0.22
C 4.2349 -1.7782 2.2922 -0.15
C 4.0049 -1.7563 3.6588 -0.18
C 2.7970 -1.2846 4.1527 -0.17
C -0.8226 -1.3201 2.9945 -0.27
C -0.5446 -2.6765 2.9813 -0.15
C -1.4219 -3.5448 2.3504 -0.18
C -2.5792 -3.0572 1.7591 -0.17
C -2.8559 -1.6998 1.7910 -0.17
C -1.9769 -0.8139 2.4045 -0.27
H 1.2930 -0.4480 1.2172 0.16
H 3.4561 -1.3277 0.3506 0.22
H 5.1717 -2.1515 1.9067 0.24
H 4.7713 -2.1000 4.3357 0.25
H 2.6042 -1.2657 5.2133 0.24
H 0.3454 -3.0464 3.4668 0.23
H -1.2093 -4.6019 2.3397 0.25
H -3.2809 -3.7402 1.3053 0.24
H -3.7768 -1.3307 1.3714 0.23
H -2.2491 0.2345 2.5063 0.24
```


[3]
C7H29NO8 | ωB97M-V/def2-TZVPD

Computed properties:
SMILES = C=CCN/C=C/CC.O.O.O.O.O.O.O.O
Molecular weight = 255.308 g/mol
Charge = 0
Frontier orbital gap = 0.3008 Ha

```
45
Properties=species:S:1:pos:R:3:nbo_charge:R:1
C -2.8443 2.2109 0.6632 -0.60
C -2.5096 1.0099 -0.3049 -0.43
C -1.4446 0.2282 0.4311 -0.30
C -0.2685 -0.2021 -0.0710 -0.04
N 0.7544 -0.7798 0.7184 -0.68
C 1.6986 -1.7366 -0.0687 -0.26
C 3.3458 -1.2007 -1.7939 -0.40
C 2.4456 -0.7582 -0.9562 -0.20
H -2.0302 2.8031 1.0521 0.21
H -3.1527 1.8249 1.6217 0.20
H -3.5039 2.8328 0.1754 0.20
H -2.0851 1.4098 -1.1885 0.20
H -3.4357 0.4295 -0.2885 0.20
H -1.7874 -0.1024 1.4774 0.19
H -0.0754 -0.2064 -1.2553 0.24
H 0.5746 -1.0554 1.6721 0.42
H 2.3336 -2.2409 0.6320 0.22
H 1.0700 -2.3940 -0.7033 0.18
H 3.5901 -2.2281 -1.9533 0.19
H 3.9220 -0.4842 -2.4383 0.20
H 2.2408 0.2622 -0.7743 0.22
H -0.9176 -0.2894 4.0400 0.48
H -0.6226 -1.5909 3.4115 0.48
O -0.1644 -0.8191 3.7790 -0.95
H 0.3311 2.6101 0.1189 0.49
H 1.7095 2.3445 -0.6729 0.50
O 0.9708 2.9736 -0.4955 -0.97
H 3.3334 2.2026 1.0356 0.49
H 2.4922 0.8546 1.0847 0.50
O 3.0489 1.4309 0.5058 -0.97
H -1.2536 -3.3944 1.0949 0.49
H 0.1220 -3.4682 0.5290 0.47
O -0.3156 -3.2072 1.3726 -0.96
H 0.4429 -1.2323 -3.0117 0.47
H -0.0715 -0.3194 -4.0820 0.49
O -0.3887 -1.0055 -3.4692 -0.95
H -2.2497 -2.1468 -1.7156 0.48
H -3.2237 -2.5590 -0.9823 0.46
O -2.2749 -2.7606 -0.9034 -0.94
H 0.0294 1.2692 2.4582 0.49
H 0.5766 1.9195 3.7919 0.47
O -0.1476 1.8800 3.1936 -0.96
H 0.4838 2.2950 -2.0961 0.50
H -0.8716 1.6680 -2.8545 0.48
O 0.1229 1.7225 -2.7797 -1.00
```


[4]
C2H2NO3P | ωB97M-V/def2-TZVPD

Computed properties:
Molecular weight = 119.016 g/mol
Charge = -2
Frontier orbital gap = 0.2659 Ha

```
9
Properties=species:S:1:pos:R:3:nbo_charge:R:1
C 0.0101 0.5870 -2.3899 -0.12
C 0.4431 0.2121 0.1782 -0.55
N 0.2369 1.4487 -3.1971 -0.75
O -1.8051 -1.2891 0.8701 -1.18
O 0.1639 -1.4535 2.5335 -1.20
O -0.2365 0.7750 1.4176 -0.86
P -0.4492 -0.8361 1.3431 2.28
H 0.0698 0.2122 -0.9054 0.23
H 1.5669 0.3439 0.1499 0.13
```